Entry 1:
91
Properties=species:S:1:pos:R:3 method="wB97M-V/def2-TZVPD" total_charge=+3 e_tot_ha=-3834.421601 e_above_lowest_kj_mol=0.0 spin_multiplicity=3 homo_ev="-16.65 / -16.65" orbital_gap_ev="7.00 / 7.64"
V 0.061 0.407 0.415
O -0.497 3.478 1.594
S 0.020 2.920 0.346
C 1.610 3.605 -0.057
C 1.833 4.966 0.100
C 3.078 5.477 -0.236
C 4.077 4.635 -0.715
C 3.858 3.269 -0.817
C 2.618 2.737 -0.475
P 2.367 0.959 -0.273
C 2.802 0.081 -1.773
C 3.112 -1.281 -1.732
C 3.373 -1.959 -2.911
C 3.313 -1.291 -4.129
C 2.987 0.058 -4.173
C 2.729 0.748 -2.999
C 3.334 0.433 1.145
C 2.750 0.648 2.397
C 3.439 0.332 3.557
C 4.720 -0.202 3.463
C 5.308 -0.409 2.222
C 4.623 -0.091 1.059
C -1.019 3.338 -1.045
C -0.841 4.453 -1.851
C -1.757 4.702 -2.863
C -2.827 3.841 -3.074
C -2.997 2.721 -2.271
C -2.100 2.466 -1.241
P -2.273 1.046 -0.132
C -3.470 1.331 1.158
C -4.759 1.771 0.844
C -5.672 1.985 1.861
C -5.304 1.767 3.184
C -4.022 1.337 3.499
C -3.103 1.120 2.487
C -2.718 -0.358 -1.169
C -1.919 -0.621 -2.287
C -2.117 -1.782 -3.018
C -3.118 -2.673 -2.645
C -3.913 -2.410 -1.537
C -3.708 -1.260 -0.786
H 1.055 5.608 0.494
H 3.274 6.535 -0.119
H 5.043 5.043 -0.979
H 4.662 2.616 -1.138
H 3.172 -1.806 -0.785
H 3.642 -3.007 -2.882
H 3.530 -1.823 -5.046
H 2.950 0.577 -5.121
H 2.497 1.806 -3.039
H 1.773 1.130 2.488
H 2.994 0.517 4.525
H 5.268 -0.444 4.364
H 6.311 -0.809 2.161
H 5.095 -0.244 0.097
H -0.002 5.118 -1.709
H -1.628 5.568 -3.498
H -3.530 4.040 -3.872
H -3.822 2.044 -2.458
H -5.049 1.949 -0.185
H -6.670 2.329 1.626
H -6.020 1.943 3.975
H -3.740 1.184 4.532
H -2.094 0.807 2.739
H -1.167 0.094 -2.616
H -1.513 -1.978 -3.894
H -3.292 -3.565 -3.232
H -4.699 -3.099 -1.258
H -4.317 -1.067 0.088
C -1.599 -5.069 2.929
C -0.259 -4.808 2.264
N -0.348 -3.719 1.260
C -0.826 -4.131 -0.076
C 0.317 -4.357 -1.053
C -0.041 -2.481 1.539
C 0.383 -2.083 2.919
N -0.083 -1.509 0.607
H -1.501 -5.892 3.635
H -2.363 -5.348 2.203
H -1.949 -4.194 3.479
H 0.092 -5.687 1.722
H 0.510 -4.559 2.989
H -1.550 -3.394 -0.439
H -1.387 -5.051 0.075
H 0.894 -3.446 -1.226
H -0.078 -4.694 -2.011
H 0.997 -5.125 -0.684
H 1.387 -2.456 3.128
H -0.291 -2.478 3.677
H 0.409 -0.997 3.005
H -0.314 -1.880 -0.320

***

Entry 2:
19
Properties=species:S:1:pos:R:3 method="wB97M-V/def2-TZVPD" total_charge=0 e_tot_ha=-364.812234 e_above_lowest_kj_mol=1100.7 homo_ev=-8.63 orbital_gap_ev=8.57
C -0.814 1.324 -0.878
C -1.100 0.181 0.285
C -1.924 -1.052 -0.072
C -0.003 -0.241 1.388
C 1.296 0.298 1.116
C 1.839 -0.600 -0.793
H -0.780 0.659 -2.055
H 0.427 1.659 -0.061
H -1.826 2.320 -1.104
H -1.531 1.030 0.831
H -2.530 -1.535 0.823
H -2.558 -0.631 -0.963
H -1.120 -1.762 -0.604
H -0.291 -0.671 2.338
H 2.145 -0.036 2.079
H 3.177 0.772 -0.008
H 2.698 -0.830 -1.728
N 1.850 0.710 -0.079
O 1.045 -1.597 -0.515

***

Entry 3:
7
Properties=species:S:1:pos:R:3 method="wB97M-V/def2-TZVPD" total_charge=0 e_tot_ha=-630.363577 e_above_lowest_kj_mol=171.4 homo_ev=-11.10 orbital_gap_ev=11.70
C -2.120 -1.915 0.657
C -2.000 -0.737 0.459
C -2.134 0.614 0.235
N -2.387 1.725 0.116
H -2.271 -3.028 0.880
Cl 0.643 2.035 -0.073
H 2.017 1.940 0.042

***

Entry 4:
49
Properties=species:S:1:pos:R:3 method="wB97M-V/def2-TZVPD" total_charge=0 e_tot_ha=-2594.954301 homo_ev=-8.10 orbital_gap_ev=8.25
C 1.410 1.614 4.318
C 1.513 0.240 3.637
Cl 0.293 0.149 2.348
C 1.251 -0.839 4.693
Cl 2.723 -0.974 5.708
O 0.825 -2.066 4.169
C 1.852 -2.871 3.667
O 2.327 -2.613 2.589
N 2.289 -3.998 4.413
P 1.299 -4.575 5.766
O 1.706 -3.736 7.121
O -0.259 -4.288 5.358
H 0.992 2.333 3.626
H 2.389 1.969 4.618
H 0.784 1.570 5.204
H 2.517 0.155 3.244
H 0.440 -0.486 5.315
H 3.190 -3.740 4.808
H 1.375 -2.826 7.163
H -0.518 -3.397 5.628
C 0.622 0.041 -1.934
N -0.206 1.225 -1.907
C -0.146 1.914 -0.632
P -1.288 1.781 -3.100
O -1.006 3.261 -3.078
N -0.729 1.443 -4.714
C 0.648 1.050 -4.942
C -1.137 2.448 -5.691
N -2.198 0.314 -3.110
C -2.902 -0.053 -1.875
C -2.918 -0.136 -4.311
H 0.644 -0.448 -0.953
H 1.654 0.294 -2.203
H 0.257 -0.709 -2.634
H -0.755 1.400 0.122
H -0.513 2.936 -0.712
H 0.881 1.972 -0.262
H 1.366 1.735 -4.470
H 0.856 1.026 -6.013
H 0.832 0.033 -4.593
H -0.498 3.337 -5.669
H -2.164 2.772 -5.509
H -1.110 2.018 -6.696
H -2.624 -1.070 -1.584
H -3.987 -0.011 -1.990
H -2.648 0.614 -1.053
H -2.243 -0.678 -4.970
H -3.359 0.691 -4.864
H -3.726 -0.820 -4.048